# 1
ORCA calculation (ωB97M-V with the def2-TZVPD basis set) on an isolated ion of composition C4H7NO4P and charge -1 at a distorted geometry.

```
! wB97M-V def2-TZVPD RIJCOSX def2/J DEFGRID3
* xyz -1 1
C -1.5837 1.1064 1.2024
O -0.7244 0.2292 0.5472
C -0.5821 0.4851 -0.8327
C -0.2616 1.8596 -1.0353
N -0.1522 2.9820 -1.1215
P 0.9743 -0.5628 -1.3667
O 2.1913 0.0113 -0.8182
O 0.7038 -0.9021 -2.7806
O 0.6001 -1.9347 -0.5084
C 1.2286 -1.9645 0.7520
H -1.3121 0.9502 2.3466
H -2.6514 1.0413 0.8858
H -1.3534 2.1491 0.9936
H -1.5006 0.2689 -1.4569
H 1.4699 -0.9124 0.9915
H 2.1975 -2.4824 0.6217
H 0.7559 -2.3245 1.5797
*
```

SMILES: CO[C@@H](C#N)[P@](=O)([O-])OC



# 2
ORCA calculation (ωB97M-V with the def2-TZVPD basis set) on a 2-piece molecular cluster, C4H7NO4P2 overall at a distorted geometry.

```
! wB97M-V def2-TZVPD RIJCOSX def2/J DEFGRID3
* xyz -2 1
C -2.8016 0.4462 -0.0330
C 2.8725 -1.0391 0.0243
C -1.6076 0.0139 -0.9961
C 0.7698 0.0090 -0.4020
N -0.5920 -0.4040 -0.2095
O -2.7291 -0.1252 1.1400
O 2.8343 -2.1086 -0.4254
O -3.7017 1.2396 -0.3324
O 3.4100 -0.1703 0.5205
P 1.2099 1.7153 0.1095
P -1.0040 -1.1941 1.2963
H -1.4097 0.8322 -1.8504
H -2.1491 -0.8887 -1.5990
H 0.9872 -0.0021 -1.4837
H 1.8509 1.5416 1.3534
H 2.3330 1.8412 -0.6788
H -0.7629 -0.1041 2.1303
H 0.4900 -1.6030 1.4361
*
```



# 3
ORCA calculation (ωB97M-V with the def2-TZVPD basis set) on one molecule with the formula C4H7NOS at a distorted geometry.

```
! wB97M-V def2-TZVPD RIJCOSX def2/J DEFGRID3
* xyz 0 1
S -1.2981 -1.0640 -2.9671
C -0.2512 -1.2805 -1.6903
N 0.3616 -0.2839 -0.9263
C 0.7988 -0.5313 0.4243
C -0.1288 0.2949 1.2717
C -0.3141 1.4865 0.3728
O -0.2958 0.9788 -0.9725
H 0.0762 -2.2982 -1.3752
H 0.7625 -1.6347 0.6701
H 1.8424 -0.1733 0.5122
H -1.0553 -0.2153 1.3924
H 0.2558 0.5329 2.2503
H -1.2488 1.9818 0.5909
H 0.4947 2.2064 0.4466
*
```

SMILES: S=CN1CCCO1



# 4
ORCA calculation (ωB97M-V with the def2-TZVPD basis set) on one molecule with the formula C4H7NOS at a distorted geometry.

```
! wB97M-V def2-TZVPD RIJCOSX def2/J DEFGRID3
* xyz 0 1
C 2.3348 -0.3151 -0.6247
C 1.5962 0.7417 0.1324
N 0.3345 0.7858 0.3848
O -0.2053 -0.5035 0.1707
C -1.5292 -0.4914 0.6726
C -2.4518 0.3631 -0.1714
S -4.0768 0.1420 -0.2844
H 1.7106 -0.5707 -1.5097
H 2.2497 -1.2443 -0.0408
H 3.3433 -0.1317 -0.8603
H 2.1360 1.6406 0.4171
H -1.9291 -1.5038 0.6534
H -1.5626 -0.1290 1.6870
H -1.9503 1.2162 -0.6268
*
```

SMILES: C/C=N\OCC=S



# 5
ORCA calculation (ωB97M-V with the def2-TZVPD basis set) on a 2-piece molecular cluster, C4H7NOS overall at a distorted geometry.

```
! wB97M-V def2-TZVPD RIJCOSX def2/J DEFGRID3
* xyz 0 1
C -3.4341 0.6633 0.6255
C 2.1953 -1.8162 0.2372
C -3.1953 1.5461 -0.1261
C 1.7899 -0.5977 0.5310
N 0.6463 1.5783 1.0500
O 1.7452 1.0495 -1.2838
S 0.6660 0.5897 -0.1970
H -3.9466 -0.1617 1.0538
H 2.7036 1.1546 -1.0678
H 3.0355 -2.2864 0.9061
H 1.7997 -2.3531 -0.6232
H -2.8593 2.4063 -0.6493
H 1.9809 -0.4143 1.5723
H -0.2817 1.9294 1.0556
*
```



# 6
ORCA calculation (ωB97M-V with the def2-TZVPD basis set) on one molecule with the formula C4H7NOS at a distorted geometry.

```
! wB97M-V def2-TZVPD RIJCOSX def2/J DEFGRID3
* xyz 0 1
C 1.8206 -0.9539 -0.4712
S 1.7646 0.2847 0.7939
C 0.1025 1.0302 0.4744
C -1.0204 0.1032 0.8679
C -1.7446 0.0035 -0.4023
N -1.2353 0.6803 -1.3531
O -0.1280 1.3957 -0.8687
H 1.0416 -1.7373 -0.2762
H 1.6064 -0.4295 -1.4447
H 2.7679 -1.4160 -0.5892
H 0.1532 1.9018 1.0117
H -1.7292 0.5746 1.5683
H -0.7486 -0.8880 1.2476
H -2.6508 -0.5492 -0.5583
*
```

SMILES: CS[C@@H]1CC=NO1



# 7
ORCA calculation (ωB97M-V with the def2-TZVPD basis set) on one molecule with the formula C4H7NOS at a distorted geometry.

```
! wB97M-V def2-TZVPD RIJCOSX def2/J DEFGRID3
* xyz 0 1
C -1.3821 1.4222 0.6063
C -1.6501 0.0569 -0.0010
O -2.8246 -0.2730 -0.3535
C -0.6719 -0.8469 -0.4694
N 0.4970 -1.2328 0.4557
C 1.6944 -0.6671 0.4628
S 2.0956 0.6519 -0.3984
H -2.4104 1.8341 0.5893
H -0.6788 1.3982 1.6659
H -0.7474 2.2870 -0.1356
H -1.2645 -1.7399 -0.9579
H 0.0171 -0.3131 -1.2255
H 0.3672 -1.8344 1.2058
H 2.3635 -1.0387 1.2793
*
```

SMILES: CC(=O)CNC=S



# 8
ORCA calculation (ωB97M-V with the def2-TZVPD basis set) on one molecule with the formula C4H7NOS at a distorted geometry.

```
! wB97M-V def2-TZVPD RIJCOSX def2/J DEFGRID3
* xyz 0 1
O 0.2639 1.5486 1.8993
C 0.6157 1.2455 0.5447
C 0.4416 -0.2198 0.2290
N 0.6267 -0.4924 -1.1906
C -0.7783 -0.8732 -1.3719
C -1.0344 -0.6009 0.1180
S -2.2704 -0.5680 1.1609
H 0.6789 0.8677 2.4397
H -0.0575 1.8353 -0.0665
H 1.6126 1.5426 0.3551
H 1.0493 -0.8558 0.9316
H 1.1244 -1.3761 -1.3557
H -1.2967 -0.1836 -2.0021
H -0.9759 -1.8700 -1.6914
*
```

SMILES: OC[C@@H]1NCC1=S



# 9
ORCA calculation (ωB97M-V with the def2-TZVPD basis set) on one molecule with the formula C4H7NOS2 at a distorted geometry.

```
! wB97M-V def2-TZVPD RIJCOSX def2/J DEFGRID3
* xyz 0 1
C 0.1149 -1.3623 -0.4359
C 0.1800 0.9388 0.8525
C 1.4881 0.3401 0.3777
C -0.9261 0.4468 0.0136
N 1.3749 -0.9506 -0.2152
O -0.4224 -2.3999 -0.7441
S -2.4073 -0.0405 0.9979
S -1.3865 1.2317 -1.4791
H 0.1266 0.7686 1.8776
H 0.1637 2.0028 0.6326
H 1.8204 0.8687 -0.5668
H 2.2894 0.3709 1.2420
H 2.2335 -1.3861 -0.4488
H -2.7420 -0.9024 -0.0753
H -1.9070 0.0735 -2.0286
*
```



# 10
ORCA calculation (ωB97M-V with the def2-TZVPD basis set) on C4H7NOS2 as an isolated structure at a distorted geometry.

```
! wB97M-V def2-TZVPD RIJCOSX def2/J DEFGRID3
* xyz 0 1
C 0.0040 -0.0145 -1.3303
C 0.2528 0.7002 -0.0716
C -0.9219 0.9531 1.7090
C 0.2798 -0.0098 1.3808
H 0.9099 -0.5609 -4.5999
H -0.9447 -0.7328 -0.9438
H 1.1940 1.4880 0.0251
H -0.9005 1.6587 2.4689
H -1.9003 0.4938 1.8300
H 1.1371 0.3010 1.8023
H 1.0905 -2.2379 1.2673
N 0.7308 -0.1417 -2.3564
O -0.9592 1.4886 0.3497
S 0.1062 -1.5207 -3.2870
S -0.0784 -1.8651 1.7559
*
```



# 11
ORCA calculation (ωB97M-V with the def2-TZVPD basis set) on C4H7NOS2 as an isolated structure at a distorted geometry.

```
! wB97M-V def2-TZVPD RIJCOSX def2/J DEFGRID3
* xyz 0 1
C 1.8802 -0.7333 -0.0695
C 2.1660 0.6994 -0.6117
C -0.3668 0.8759 0.3695
C -2.6773 -0.3337 0.0159
N 0.7594 -0.6413 0.7071
O 2.5490 -1.7388 -0.2993
S 1.0289 1.9546 0.1314
S -1.2853 0.5789 -0.9726
H 3.2474 0.9103 -0.2987
H 2.0560 0.7417 -1.7398
H -0.8816 0.8621 1.4008
H -2.2227 -1.2571 0.1930
H -3.5126 -0.5748 -0.5987
H -2.9039 0.2036 0.8619
H 0.1633 -1.5475 0.9108
*
```



# 12
ORCA calculation (ωB97M-V with the def2-TZVPD basis set) on one molecule with the formula C4H7NOSi at a distorted geometry.

```
! wB97M-V def2-TZVPD RIJCOSX def2/J DEFGRID3
* xyz 0 1
C 3.5282 -0.8618 0.0325
C 2.5723 -0.1770 -0.0948
C 1.3142 0.5259 0.0227
O 1.1903 1.7345 0.0508
C 0.0714 -0.3262 0.0008
Si -1.4394 0.8959 0.0233
N -2.6932 -0.2724 -0.0889
H 4.2866 -1.5650 0.1465
H 0.1140 -1.1700 0.6905
H 0.2235 -1.0100 -0.8172
H -1.1589 1.6783 1.4174
H -1.7916 1.9481 -1.1381
H -3.5475 -0.2272 -0.6467
H -2.6699 -1.1730 0.4012
*
```

SMILES: C#CC(=O)C[SiH2]N



no.,DFT total energy (Eh),Kohn-Sham gap (eV)
1,-853.78842,9.20
2,-1194.93388,5.01
3,-684.71003,8.85
4,-684.69084,8.49
5,-684.59454,10.02
6,-684.71927,9.62
7,-684.71143,9.00
8,-684.72252,8.38
9,-1082.90307,8.71
10,-1082.78092,8.78
11,-1082.90880,9.55
12,-576.01858,9.75